[1]
Entry from the OMol25 dataset: a molecular structure, C16H46N4O6Sr2 in a non-equilibrium geometry (the ωB97M-V functional and the def2-TZVPD basis).

Charge: +2
E_HOMO: -11.83 eV
Orbital gap: 3.36 eV
Relative energy (zero: lowest compared OMol25 entry of this formula, charge and spin): 1166.4 kJ/mol

Last column: Löwdin charge in e.
Element x y z (Å)
C  -0.355  6.766  1.218  -0.179
H  -0.754  -0.265  1.622  -0.141
O  2.792  -0.221  -3.669  -0.202
H  -6.096  -5.374  -2.766  0.094
H  -5.497  -3.259  -3.093  0.067
H  0.665  3.211  -3.282  0.087
H  4.446  -1.434  -3.548  0.093
H  3.685  -1.052  -2.018  0.086
H  1.514  0.454  -2.103  0.122
O  0.441  7.992  1.203  -0.175
H  3.020  -2.177  2.302  0.133
Sr  -3.491  1.300  3.460  1.526
H  -1.420  6.983  1.306  0.109
H  -0.766  0.274  -4.840  0.061
H  0.308  -0.829  -4.282  0.070
H  1.786  5.190  1.506  0.078
H  0.926  -5.479  4.289  0.095
O  1.924  -4.273  2.980  -0.181
C  0.030  8.920  0.141  -0.095
C  -2.621  -4.799  -2.688  -0.150
H  -2.302  -4.748  -3.729  0.142
C  1.359  -2.981  3.311  -0.185
H  -0.582  2.372  -2.616  0.054
N  -0.635  4.687  2.592  0.021
Sr  -3.106  -0.441  -1.549  1.552
H  0.783  9.708  0.116  0.085
O  -2.007  -3.771  -1.870  -0.218
H  -4.837  -6.547  -2.334  0.099
C  1.966  0.796  -3.034  -0.159
H  4.005  -2.997  4.369  0.080
N  -4.502  -3.300  -3.262  0.029
H  -0.332  -0.039  6.146  -0.118
H  -4.947  -5.987  -3.886  0.098
H  4.098  -1.159  4.470  0.076
H  0.913  -2.900  4.302  0.122
H  0.240  -5.145  2.653  0.079
H  -4.537  -3.508  -4.250  0.085
N  -0.189  0.019  -4.051  0.021
C  -4.106  -4.525  -2.570  -0.476
C  -0.016  2.402  -3.547  -0.063
C  1.145  -5.335  3.231  -0.165
H  4.670  0.182  -2.927  0.093
H  -0.173  6.584  3.282  0.141
N  2.036  -0.537  3.260  0.040
C  0.053  5.899  2.465  -0.465
C  0.786  1.155  -3.953  -0.396
C  -0.659  -3.993  -1.886  -0.159
H  -0.914  9.453  0.248  0.080
H  1.385  -0.323  2.518  0.032
H  -0.008  8.639  -0.912  0.077
H  2.884  -1.952  5.371  0.076
C  3.954  -0.637  -2.990  -0.101
H  -0.443  -4.838  -1.234  0.099
C  3.471  -2.051  4.458  -0.050
H  -2.403  -5.799  -2.313  0.144
H  -0.400  4.121  1.790  0.067
H  -4.248  -4.219  -1.534  0.132
C  2.512  -1.951  3.239  -0.401
H  1.651  -6.222  2.849  0.097
H  0.560  -2.657  2.644  0.099
H  -0.194  4.130  3.310  0.073
H  2.586  1.657  -2.786  0.130
H  -0.110  -4.265  -2.788  0.103
H  1.068  1.272  -4.999  0.144
H  -0.039  -3.220  -1.430  0.093
H  2.237  6.477  2.507  0.084
H  1.435  -0.370  4.055  0.050
H  -0.739  2.646  -4.326  0.078
O  -0.894  0.650  5.741  -0.536
C  -5.038  -5.616  -2.865  -0.059
C  1.553  5.629  2.477  -0.056
H  1.835  4.883  3.220  0.080
H  -0.319  6.280  0.243  0.111
O  -1.043  0.462  1.038  -0.556


[2]
Entry from the OMol25 dataset: a molecular structure, C16H47BF3HgO9S in a non-equilibrium geometry (the ωB97M-V functional and the def2-TZVPD basis).

Multiplicity: 2
Charge: +2
E_HOMO (spin up / spin down): -14.94 / -14.87 eV
⟨S²⟩: 0.75
Orbital gap (spin up / spin down): 6.91 / 3.88 eV

Last column: Löwdin spin population.
Element x y z (Å)
O  -0.649  -0.029  1.426  0.001
C  2.320  1.391  -3.309  0.000
H  -2.269  -0.536  -2.269  -0.001
H  1.644  -3.183  3.497  0.000
C  0.248  -1.704  4.382  0.000
H  -6.323  -1.471  -0.347  0.004
C  3.605  0.304  2.062  0.000
S  -0.176  0.063  0.003  0.000
O  0.687  1.233  -0.226  0.000
F  0.807  -1.803  -1.836  0.000
H  6.352  0.816  1.839  0.000
H  -0.228  2.360  2.751  0.000
H  -5.412  0.302  1.032  0.013
C  0.796  -1.546  -0.484  0.000
H  -1.676  -1.403  3.643  0.000
H  3.401  2.902  -2.767  0.000
F  2.022  -1.525  0.031  0.000
H  -3.758  -2.353  -2.072  0.002
H  -1.048  1.017  2.666  0.000
H  2.549  0.063  1.935  0.000
O  0.724  -0.534  3.677  0.000
H  -0.751  1.765  4.098  0.000
Hg  1.734  3.199  -0.303  0.000
C  4.377  1.170  1.043  0.000
O  -2.857  -0.745  -2.998  0.064
H  3.457  2.798  1.723  0.000
C  -4.409  1.429  -0.526  0.046
C  -4.926  0.102  0.078  0.101
H  1.741  1.535  -5.442  0.000
C  -4.185  -2.523  -4.127  0.000
C  1.392  -2.697  4.439  0.000
H  -6.610  -0.040  -1.408  0.015
H  -3.108  -0.586  -0.302  0.007
O  3.495  2.282  0.914  0.000
H  5.662  2.289  2.468  0.000
H  -4.970  -1.767  -4.168  0.000
H  -1.550  -2.926  4.486  0.000
H  -3.656  -2.581  -5.078  0.000
C  -1.017  -2.255  3.812  0.000
H  -4.585  -3.516  -3.923  0.000
H  2.324  -2.246  4.778  0.000
H  3.561  0.712  3.072  0.000
H  6.262  2.296  0.809  0.000
H  -0.869  -2.748  2.851  0.000
H  4.150  -0.639  2.113  0.000
H  0.408  -0.699  2.786  0.000
H  1.474  2.356  2.122  0.000
H  4.436  0.583  0.126  0.000
H  1.228  -3.538  5.113  0.000
H  1.336  1.058  -2.978  0.000
H  -1.447  -2.976  -2.162  0.000
H  0.249  3.511  1.610  0.000
H  0.971  3.674  3.181  0.000
C  -3.263  -2.128  -3.016  0.005
C  2.228  2.095  -4.643  0.000
O  2.718  2.376  -2.345  0.000
H  3.480  -0.094  -2.181  0.000
H  0.115  -1.426  5.427  0.000
H  -3.641  1.876  0.104  0.003
H  -2.196  -4.007  -3.540  0.001
C  3.187  0.126  -3.207  0.000
B  1.170  3.390  2.159  0.000
H  4.099  0.196  -3.799  0.000
H  -1.375  -2.644  -3.842  0.000
C  -2.041  -3.034  -3.073  0.007
H  -4.134  1.376  -1.580  0.002
O  -0.922  1.833  3.155  0.000
C  -5.869  -0.626  -0.864  0.115
H  3.224  2.370  -4.989  0.000
H  2.645  -0.733  -3.603  0.000
H  -5.409  -1.128  -1.715  0.001
O  -1.263  0.031  -0.978  0.001
H  1.635  3.006  -4.563  0.000
F  0.132  -2.468  0.229  0.000
C  5.761  1.689  1.563  0.000
H  -5.307  2.047  -0.550  0.007
H  1.921  4.020  1.707  0.000
O  -3.828  -0.783  0.301  0.605


[3]
Entry from the OMol25 dataset: 3 unconnected molecules or ions with the total composition C16H47N6O6P3 in a non-equilibrium geometry (the ωB97M-V functional and the def2-TZVPD basis).

E_HOMO: -8.12 eV
Orbital gap: 8.01 eV

Last column: Löwdin charge in e.
Element x y z (Å)
H  -0.733  0.920  -2.171  0.074
H  1.500  -1.689  5.112  0.064
C  -3.948  -2.038  4.756  -0.128
P  3.592  -1.543  4.541  0.312
H  -3.812  -0.190  -0.015  0.079
C  2.342  0.276  -6.807  -0.131
H  3.021  -0.248  -6.132  0.076
H  2.913  1.066  -7.312  0.079
H  -4.826  -1.451  4.500  0.050
H  4.303  1.920  -5.270  0.070
H  -0.856  1.000  -6.502  0.081
H  -1.271  -0.435  5.739  0.083
O  3.547  -2.120  3.057  -0.159
C  3.816  2.349  -4.383  -0.136
H  3.898  -2.174  -0.183  0.071
H  4.257  -0.451  -0.243  0.070
H  1.665  -2.861  0.591  0.111
H  -3.584  1.942  3.765  0.082
H  2.022  -0.453  -7.555  0.079
H  -0.519  -0.481  -3.225  0.073
H  -0.585  1.082  5.118  0.089
C  3.446  -1.185  -0.290  -0.098
H  -1.402  -3.331  3.049  0.068
H  2.523  -3.774  2.421  0.121
H  0.146  2.342  -7.099  0.074
H  0.639  -1.830  1.560  0.080
H  2.937  -0.278  1.608  0.099
H  -4.132  1.490  0.453  0.079
O  2.167  -0.989  5.029  -0.102
H  4.023  1.692  -3.537  0.071
N  -0.260  1.383  -4.195  -0.341
C  -1.972  -3.109  3.953  -0.140
N  -3.721  0.210  2.074  -0.341
H  0.163  0.770  -7.889  0.082
C  -0.900  0.539  -3.186  -0.148
H  4.294  3.304  -4.156  0.080
H  -2.445  -4.046  4.256  0.081
N  -2.964  -2.072  3.700  -0.305
H  -5.765  0.463  1.673  0.081
C  1.685  -2.094  1.370  -0.160
O  1.729  0.872  -2.907  -0.295
O  4.166  -2.681  5.516  -0.103
H  -0.224  3.306  -3.282  0.091
H  -1.260  -2.811  4.739  0.064
H  1.060  3.941  -5.418  0.048
O  -2.216  -1.585  1.442  -0.293
C  -5.108  -0.178  2.263  -0.139
H  -2.486  0.866  0.484  0.069
H  2.657  4.512  -5.077  0.086
H  -3.982  0.831  5.094  0.075
H  -2.658  1.982  5.233  0.084
C  0.116  1.264  -6.914  -0.116
H  -3.546  -1.658  5.709  0.080
C  -3.165  1.305  4.541  -0.112
P  1.445  1.074  -4.383  0.729
H  -4.323  -3.047  4.942  0.086
O  4.518  -0.425  4.579  -0.248
H  1.676  -0.201  0.402  0.101
C  2.298  -2.728  2.648  -0.199
C  -0.760  2.740  -4.057  -0.140
C  -1.043  0.135  4.829  -0.128
N  -2.233  0.337  4.008  -0.315
C  2.436  -0.861  0.834  -0.238
H  4.608  -2.210  6.240  0.092
H  -5.436  -0.034  3.295  0.054
H  -0.715  3.290  -4.999  0.053
H  -1.819  2.728  -3.794  0.081
N  1.204  0.824  -6.071  -0.321
H  -1.978  0.495  -3.360  0.078
C  2.104  3.640  -5.433  -0.131
H  2.962  -1.057  -1.260  0.052
N  2.379  2.509  -4.578  -0.308
H  -5.295  -1.220  1.968  0.091
C  -3.527  0.609  0.680  -0.149
H  1.525  -2.754  3.422  0.088
H  -0.286  -0.416  4.267  0.053
H  2.400  3.471  -6.481  0.080
P  -2.428  -0.770  2.704  0.726


The records above give, respectively, DFT total energy values of -1368.248685 -2190.146672 -2441.827403 hartree.